Record 1
ORCA calculation (ωB97M-V/def2-TZVPD) on a structure of composition C39H40F3N3O3PPtSe.

Calculated values
HOMO level (spin up / spin down) in eV: -3.40 / -3.41
Gap between HOMO and LUMO (spin up / spin down) in eV: 5.93 / 5.89
Charge: -1
E_LUMO (spin up / spin down) in eV: 2.532 / 2.478
DFT total energy in eV: -137742.697

Positions of all 91 atoms, in Å:
1 Pt -0.4548 -0.4931 -1.2507
2 C 0.7858 -0.6219 -4.0115
3 C 2.1594 -1.1241 -3.5807
4 C 2.1455 -2.6337 -3.3701
5 C 2.5922 -0.3568 -2.3254
6 C 4.0258 -0.6534 -1.8549
7 O 3.9241 -0.6416 -0.4460
8 C 2.6026 -0.6889 -0.1293
9 N 1.7994 -0.5868 -1.1221
10 C 2.3627 -0.7548 1.3099
11 C 3.5057 -0.7646 2.1257
12 C 3.4245 -0.7841 3.4992
13 C 2.1804 -0.8445 4.1128
14 C 1.0475 -0.8719 3.3291
15 C 1.1130 -0.8025 1.9361
16 P -0.5032 -0.7493 1.1167
17 C -1.3317 -2.1378 1.9443
18 C -0.5677 -3.2363 2.3540
19 C -1.1719 -4.3611 2.8753
20 C -2.5527 -4.4222 3.0046
21 C -3.3197 -3.3443 2.5862
22 C -2.7203 -2.2165 2.0571
23 C -1.2538 0.7353 1.8935
24 C -2.5648 1.0502 1.5342
25 C -3.2085 2.1471 2.0716
26 C -2.5413 2.9710 2.9625
27 C -1.2153 2.7132 3.2716
28 C -0.5743 1.6055 2.7445
29 H 0.4292 -1.1440 -4.8979
30 H 0.8230 0.4476 -4.2175
31 H 0.0554 -0.7949 -3.1742
32 H 2.8933 -0.8732 -4.3614
33 H 1.5891 -2.8533 -2.4634
34 H 3.1523 -3.0372 -3.2706
35 H 1.6624 -3.1329 -4.2090
36 H 2.4876 0.7189 -2.5515
37 H 4.7439 0.1044 -2.1789
38 H 4.3694 -1.6466 -2.1683
39 H 4.4707 -0.7478 1.6481
40 H 4.3287 -0.7492 4.0914
41 H 2.0970 -0.8611 5.1891
42 H 0.0729 -0.9333 3.7965
43 H 0.5062 -3.2040 2.2529
44 H -0.5617 -5.2010 3.1800
45 H -3.0231 -5.3106 3.4078
46 H -4.3987 -3.3867 2.6607
47 H -3.3343 -1.3920 1.7332
48 H -3.0799 0.4411 0.8117
49 H -4.2280 2.3700 1.7881
50 H -3.0503 3.8178 3.4009
51 H -0.6704 3.3878 3.9193
52 H 0.4623 1.4208 2.9878
53 C -0.7191 8.1830 -0.7770
54 C -0.4716 6.7011 -0.7886
55 C 0.3348 6.1022 0.1661
56 C 0.6305 4.7496 0.1158
57 C 1.5612 4.1659 1.1327
58 C 0.0929 3.9607 -0.9095
59 Se 0.6843 2.1505 -1.0817
60 C -0.7494 4.5426 -1.8659
61 C -1.3201 3.7277 -2.9818
62 C -1.0069 5.9007 -1.7896
63 H -0.4184 8.6177 0.1752
64 H -1.7709 8.4030 -0.9554
65 H -0.1437 8.6642 -1.5704
66 H 0.7672 6.7046 0.9568
67 H 1.6960 4.8521 1.9677
68 H 2.5330 3.9509 0.6840
69 H 1.1655 3.2227 1.5001
70 H -1.7769 2.8248 -2.5857
71 H -0.5165 3.4230 -3.6552
72 H -2.0674 4.2910 -3.5384
73 H -1.6175 6.3659 -2.5531
74 F -3.3633 -0.8711 -1.0089
75 C -2.4478 -0.1838 -1.7610
76 F -2.7249 -0.5756 -3.0449
77 F -2.9565 1.0987 -1.7255
78 C -2.3517 -5.2813 -1.3148
79 N -1.0356 -4.8627 -0.9029
80 C -0.0876 -5.7229 -0.4535
81 C 1.1236 -5.2806 -0.0778
82 C 1.3930 -3.8394 -0.0577
83 O 2.4692 -3.3927 0.3420
84 N 0.4073 -3.0302 -0.5271
85 C -0.7271 -3.4988 -1.0250
86 O -1.5409 -2.7945 -1.6275
87 H -2.3613 -6.3599 -1.4784
88 H -2.6149 -4.7466 -2.2307
89 H -3.0908 -5.0088 -0.5539
90 H -0.3665 -6.7730 -0.4457
91 H 1.9032 -5.9552 0.2379

Record 2
ORCA calculation (ωB97M-V/def2-TZVPD) on an isolated molecule of C5H7NO.

Calculated values
HOMO level in eV: -7.39
Gap between HOMO and LUMO in eV: 8.41
Structure (SMILES): C=CN1C=CCO1
E_LUMO in eV: 1.021
DFT total energy in eV: -8831.949

Positions of all 14 atoms, in Å:
1 C -2.6073 -0.4159 0.0683
2 C -1.5950 0.4620 -0.0604
3 N -0.2553 0.2872 0.0939
4 C 0.8093 1.1522 0.0002
5 C 1.9884 0.5128 0.0279
6 C 1.6559 -1.0122 0.0256
7 O 0.2523 -1.0524 -0.1244
8 H -3.5597 -0.2630 -0.1966
9 H -2.3417 -1.3377 0.4925
10 H -1.7153 1.5121 -0.4787
11 H 0.8429 2.2579 -0.0330
12 H 2.9031 1.0105 0.0797
13 H 2.0102 -1.6132 -0.7786
14 H 2.0820 -1.5809 0.8591

Record 3
ORCA calculation (ωB97M-V/def2-TZVPD) on an isolated molecule of C10H9ClF2O.

Calculated values
HOMO level in eV: -9.34
Gap between HOMO and LUMO in eV: 10.01
Structure (SMILES): C[C@](O)(C(Cl)=C(F)F)c1ccccc1
E_LUMO in eV: 0.667
DFT total energy in eV: -30519.026

Positions of all 23 atoms, in Å:
1 C 1.3554 -0.1637 -1.9085
2 C 1.0690 -0.2518 -0.3760
3 O 2.2605 0.2682 0.2345
4 C 0.9435 -1.7122 0.0355
5 Cl 0.4482 -1.8436 1.7389
6 C 1.0369 -2.8158 -0.6466
7 F 0.7630 -4.0182 -0.1590
8 F 1.2929 -2.9617 -1.9650
9 C -0.1781 0.4876 0.0830
10 C -1.4932 -0.0719 0.0231
11 C -2.4751 0.5742 0.7346
12 C -2.3492 1.8201 1.2453
13 C -1.0704 2.3844 1.2295
14 C 0.0235 1.6574 0.7714
15 H 2.4270 -0.4422 -2.0041
16 H 1.0389 0.8780 -2.2981
17 H 0.8310 -0.9456 -2.4038
18 H 2.0121 0.2090 1.1583
19 H -1.5276 -1.0502 -0.5433
20 H -3.4637 0.1910 0.5559
21 H -3.0464 2.2443 1.9436
22 H -0.8319 3.3894 1.5927
23 H 0.9336 2.1731 0.9579

Record 4
ORCA calculation (ωB97M-V/def2-TZVPD) on an isolated molecule of C5H8O.

Calculated values
HOMO level (spin up / spin down) in eV: -8.09 / -8.10
Gap between HOMO and LUMO (spin up / spin down) in eV: 7.34 / 7.35
E_LUMO (spin up / spin down) in eV: -0.753 / -0.748
DFT total energy in eV: -7357.335

Positions of all 14 atoms, in Å:
1 O -1.1834 0.1333 2.3830
2 C -0.0437 0.4539 1.8673
3 C 0.0371 0.0819 0.4860
4 C -0.9127 0.3432 -0.6477
5 C 0.1638 -0.2652 -1.5942
6 C 0.8772 -0.8158 -0.3382
7 H 0.8956 0.3929 2.4630
8 H 0.1378 1.5859 1.4356
9 H -1.8279 -0.2500 -0.5550
10 H -1.2015 1.3900 -0.7983
11 H -0.1747 -0.9812 -2.3449
12 H 0.7721 0.5102 -2.0652
13 H 0.4874 -1.8099 -0.0513
14 H 1.9616 -0.8242 -0.2065

Record 5
ORCA calculation (ωB97M-V/def2-TZVPD) on a cluster of 2 separate species, C5H8O2P in total.

Calculated values
HOMO level (spin up / spin down) in eV: -0.75 / -5.32
2S+1: 3
<S²>: 2.008
Gap between HOMO and LUMO (spin up / spin down) in eV: 4.51 / 7.85
Charge: -1
E_LUMO (spin up / spin down) in eV: 3.753 / 2.526
DFT total energy in eV: -18695.674

Positions of all 16 atoms, in Å:
1 C 0.8464 2.2640 -0.6894
2 C 0.8404 0.9888 -0.2811
3 C -0.2822 -1.4122 -0.1611
4 C -0.3658 0.1633 -0.2341
5 C -0.5054 -0.5857 1.0656
6 O 2.9657 -0.9790 0.4808
7 O 2.8686 -3.4641 0.7895
8 P 3.5929 -2.3124 0.1814
9 H 1.7513 2.7057 -0.7561
10 H 0.0224 2.7639 -1.0846
11 H 1.7007 0.4367 -0.0634
12 H -1.1040 -1.9948 -0.7205
13 H 0.7822 -1.5275 -0.3735
14 H -1.2756 0.7924 -0.4473
15 H 0.2993 -0.5943 1.6941
16 H -1.5504 -0.4211 1.5653

Record 6
ORCA calculation (ωB97M-V/def2-TZVPD) on an isolated molecule of C10H10FN.

Calculated values
HOMO level in eV: -8.34
Gap between HOMO and LUMO in eV: 8.81
Structure (SMILES): F[C@@]1(n2cccc2)C=CC=CC1
E_LUMO in eV: 0.470
DFT total energy in eV: -14737.583

Positions of all 22 atoms, in Å:
1 F -0.2403 2.1822 0.6734
2 C -0.2536 0.8431 0.3191
3 N 1.1224 0.4004 0.2894
4 C 1.4657 -0.8977 0.1025
5 C 2.8156 -0.9825 0.0850
6 C 3.3348 0.3183 0.1355
7 C 2.2264 1.1689 0.2136
8 C -0.8967 0.1339 1.4650
9 C -2.1038 -0.4467 1.3229
10 C -2.8703 -0.3828 0.1083
11 C -2.2799 0.0272 -1.0391
12 C -0.9408 0.7832 -1.0395
13 H 0.6858 -1.6797 0.2679
14 H 3.4173 -1.8907 0.0989
15 H 4.3335 0.8113 0.2165
16 H 2.2894 2.2355 0.5635
17 H -0.1652 -0.1054 2.1503
18 H -2.3898 -1.0776 2.1637
19 H -3.7952 -0.8654 0.1711
20 H -2.8352 -0.1926 -1.9430
21 H -0.4380 0.0664 -1.6723
22 H -1.0670 1.7800 -1.5255

Record 7
ORCA calculation (ωB97M-V/def2-TZVPD) on a cluster of 2 separate species, C2H8 in total.

Calculated values
HOMO level in eV: -13.21
Gap between HOMO and LUMO in eV: 14.31
Structure (SMILES): C.C
E_LUMO in eV: 1.102
DFT total energy in eV: -2203.630

Positions of all 10 atoms, in Å:
1 C 0.0892 2.0557 0.8355
2 H -0.3191 1.1293 0.4053
3 H 1.0421 1.8375 1.3398
4 H -0.6250 2.4681 1.5634
5 H 0.2587 2.7889 0.0332
6 C -0.0892 -2.0561 -0.8354
7 H -0.8006 -2.8569 -1.0857
8 H 0.9350 -2.3936 -1.0527
9 H -0.1751 -1.8097 0.2332
10 H -0.3159 -1.1631 -1.4365

Record 8
ORCA calculation (ωB97M-V/def2-TZVPD) on a structure of composition C5H8O2.

Calculated values
HOMO level in eV: -9.95
Gap between HOMO and LUMO in eV: 10.74
E_LUMO in eV: 0.792
DFT total energy in eV: -9408.461

Positions of all 15 atoms, in Å:
1 C 1.4685 0.2301 0.0200
2 C 0.3968 -1.4590 0.0798
3 C -0.1028 -0.0262 0.0176
4 C -0.6709 0.5568 1.2743
5 C -0.7146 0.5097 -1.2662
6 O 2.1539 1.2105 0.0718
7 O 1.7781 -1.0487 -0.0314
8 H 0.3798 -2.2316 0.8631
9 H 0.1463 -2.0193 -0.8764
10 H -1.7444 0.6310 1.0663
11 H -0.2913 1.5944 1.5376
12 H -0.1770 0.0578 2.1479
13 H -1.8129 0.1471 -1.4213
14 H -0.2176 0.2425 -2.2213
15 H -0.5920 1.6050 -1.2617

Record 9
ORCA calculation (ωB97M-V/def2-TZVPD) on an isolated molecule of C2H2ClN3.

Calculated values
HOMO level in eV: -9.92
Gap between HOMO and LUMO in eV: 10.48
Structure (SMILES): Clc1c[nH]nn1
E_LUMO in eV: 0.562
DFT total energy in eV: -19096.665

Positions of all 8 atoms, in Å:
1 Cl -2.4704 0.3991 1.2382
2 C -0.8322 0.1714 0.6242
3 C -0.2283 -0.5286 -0.3586
4 N 0.9782 -0.0696 -0.6661
5 N 1.2390 1.0791 0.0465
6 N 0.1272 1.1965 0.8490
7 H -0.6254 -1.5763 -0.6146
8 H 1.8120 -0.6715 -1.1186

Record 10
ORCA calculation (ωB97M-V/def2-TZVPD) on the ion C5H5O5 with charge -1.

Calculated values
HOMO level in eV: -4.83
Gap between HOMO and LUMO in eV: 8.50
Structure (SMILES): C=CC(=O)C(O)(O)C(=O)[O-]
Charge: -1
E_LUMO in eV: 3.669
DFT total energy in eV: -15504.258

Positions of all 15 atoms, in Å:
1 C -2.5472 -0.2537 -0.0630
2 C -1.2783 -0.2750 -0.4741
3 C -0.4833 0.8519 -0.1513
4 O -0.7169 1.9615 -0.5797
5 C 0.8429 0.3620 0.5617
6 O 1.7349 1.4029 0.9744
7 O 0.6915 -0.5660 1.5514
8 C 1.6614 -0.5286 -0.5739
9 O 1.6887 -1.7204 -0.2263
10 O 2.1889 0.0096 -1.5364
11 H -3.2626 -1.0891 -0.2283
12 H -2.9076 0.6393 0.4739
13 H -0.7491 -1.2029 -0.8941
14 H 2.0959 1.7318 0.1236
15 H 1.0408 -1.3234 1.0422

Record 11
ORCA calculation (ωB97M-V/def2-TZVPD) on an isolated molecule of C5H5ClOS.

Calculated values
HOMO level in eV: -9.70
Gap between HOMO and LUMO in eV: 10.15
Structure (SMILES): O=C1S[C@@H]2C[C@@H]2[C@H]1Cl
E_LUMO in eV: 0.452
DFT total energy in eV: -30670.269

Positions of all 13 atoms, in Å:
1 O -0.8148 -2.1071 0.5158
2 C -0.2275 -1.0945 0.1301
3 S 0.8071 -0.9996 -1.2969
4 C 1.1157 0.7332 -1.1611
5 C 2.1317 1.1626 -0.1545
6 C 0.5965 1.2284 0.1195
7 C -0.2664 0.2470 0.8583
8 Cl -1.9509 0.7632 1.0549
9 H 0.9635 1.3640 -2.0314
10 H 2.7052 0.4773 0.4445
11 H 2.6686 2.0587 -0.4529
12 H 0.2434 2.2528 0.0703
13 H 0.0899 0.0637 1.9060

Record 12
ORCA calculation (ωB97M-V/def2-TZVPD) on a structure of composition C11H15Br9O6.

Calculated values
HOMO level in eV: -9.91
Gap between HOMO and LUMO in eV: 9.41
E_LUMO in eV: -0.501
DFT total energy in eV: -654317.053

Positions of all 41 atoms, in Å:
1 C 34.3946 -23.2103 11.4629
2 C 34.4704 -21.7998 10.9321
3 C 35.6575 -20.9595 11.4508
4 O 36.2040 -20.3989 10.2523
5 C 35.6152 -20.9275 9.1733
6 O 35.9041 -20.6395 8.0513
7 O 34.7171 -21.8612 9.5194
8 H 35.3338 -23.7547 11.3656
9 H 33.5904 -23.7807 10.9980
10 H 34.1542 -23.2254 12.5314
11 H 33.5578 -21.2498 11.1636
12 H 36.4394 -21.5252 11.9567
13 H 35.2842 -20.1443 12.0689
14 C 28.7574 -17.0957 8.3696
15 C 28.4584 -16.1767 9.5651
16 C 27.1209 -16.5166 10.2443
17 O 27.4148 -16.4290 11.6268
18 C 28.7697 -16.4322 11.8156
19 O 29.3353 -16.4169 12.8493
20 O 29.3862 -16.4675 10.6134
21 H 29.7065 -16.8070 7.9293
22 H 27.9153 -16.9343 7.6915
23 H 28.7463 -18.1146 8.7470
24 H 28.5398 -15.1181 9.3212
25 H 26.6979 -17.4615 9.9151
26 H 26.4350 -15.6957 10.0217
27 C 30.7740 -20.5998 8.4121
28 Br 30.3546 -22.5157 8.3399
29 Br 32.4194 -20.1997 7.4689
30 Br 30.9523 -20.1058 10.3238
31 H 29.9113 -20.0647 8.0466
32 C 26.8496 -21.2410 10.7942
33 Br 27.4904 -23.0893 10.7594
34 Br 27.1133 -20.3477 9.1054
35 Br 27.6970 -20.1703 12.2266
36 H 25.7923 -21.3057 10.9997
37 C 34.2528 -17.4596 8.8680
38 Br 35.1752 -17.6099 7.1755
39 Br 32.6075 -16.3796 8.5257
40 Br 35.3416 -16.6010 10.2382
41 H 33.9447 -18.4484 9.1771

Question: Number 2 is which compound?
Answer: C5H7NO